A molecular structure, C29H38FIMnN4O3S, computed with ωB97M-V/def2-TZVPD.

CARTESIAN COORDINATES (ANGSTROEM)
Mn1 0.38617 0.58517 -0.30901
C1 -2.66967 0.70642 1.20548
C2 -3.06917 -0.74205 1.45600
C3 -4.21908 -1.13210 0.52332
C4 -1.97971 -1.81313 1.47245
C5 -2.08518 -2.74614 2.50518
C6 -1.26120 -3.85256 2.57591
C7 -0.32351 -4.05524 1.57822
C8 -0.16375 -3.15585 0.52338
C9 0.86423 -3.59064 -0.53447
C10 0.20756 -4.23750 -1.75833
C11 1.93636 -2.58590 -0.97981
C12 -0.97605 -1.99412 0.50260
N1 -0.73391 -0.98222 -0.47101
C13 -1.28063 -1.18074 -1.72973
C14 -2.29054 -2.08508 -2.07996
C15 -2.73603 -2.17958 -3.38963
C16 -2.19771 -1.39244 -4.40154
C17 -1.17752 -0.49887 -4.09573
C18 -0.77607 -0.44213 -2.78880
F1 0.28649 0.41889 -2.43412
H1 -3.52853 1.34947 1.40679
H2 -2.37999 0.87195 0.16357
H3 -1.85485 1.01994 1.84991
H4 -3.47586 -0.76429 2.47192
H5 -3.94362 -0.99766 -0.52299
H6 -5.08351 -0.49840 0.72300
H7 -4.52331 -2.16907 0.66754
H8 -2.85593 -2.60917 3.25345
H9 -1.37405 -4.56989 3.37735
H10 0.28881 -4.94953 1.59983
H11 1.40974 -4.39796 -0.03466
H12 -0.22152 -3.49703 -2.42927
H13 -0.58342 -4.92704 -1.46414
H14 0.95678 -4.79943 -2.31568
H15 1.53063 -1.58983 -1.16134
H16 2.38513 -2.92041 -1.91480
H17 2.75048 -2.50079 -0.25341
H18 -2.70539 -2.73092 -1.31762
H19 -3.51731 -2.88848 -3.62541
H20 -2.55639 -1.47548 -5.41635
H21 -0.70356 0.11983 -4.84462
O1 1.47473 2.30289 -0.82350
C19 0.68656 3.07916 -1.37585
O2 -0.62044 2.75298 -1.33851
C20 0.91097 4.31927 -2.06142
C21 2.13608 4.95154 -2.30042
C22 2.12716 6.14287 -2.98559
C23 0.91489 6.69482 -3.42987
C24 -0.30034 6.07858 -3.20769
C25 -0.28618 4.87176 -2.51289
S1 -1.63732 3.86485 -2.09990
H22 3.05725 4.49982 -1.95955
H23 3.05329 6.65860 -3.19234
H24 0.93171 7.63281 -3.96813
H25 -1.22024 6.51899 -3.56353
N2 4.23565 -2.11176 3.67195
C26 2.86451 -1.98179 3.03663
C27 2.79218 -0.77370 2.10229
N3 1.47657 -0.68228 1.50140
H26 4.28748 -2.92526 4.29154
H27 4.47008 -1.28527 4.22873
H28 4.96469 -2.22053 2.96098
H29 2.14449 -1.91160 3.85093
H30 2.68736 -2.91102 2.49470
H31 3.54402 -0.87272 1.31425
H32 3.01330 0.14683 2.64855
H33 0.77314 -0.37552 2.16693
H34 1.17189 -1.58710 1.14968
N4 1.71885 3.48691 1.78268
C28 0.59952 2.84319 2.12635
O3 0.28322 1.74779 1.64682
C29 -0.27583 3.47473 3.17646
I1 -0.93481 5.40843 2.58250
H35 2.24240 3.14566 0.98970
H36 1.86137 4.43896 2.08229
H37 0.25503 3.59643 4.11783
H38 -1.15865 2.86071 3.31251

Summary:
HOMO energy (spin up / spin down) in hartree: -0.431 / -0.439
Maximum force in eV Å⁻¹: 0.507
Orbital gap (spin up / spin down) in eV: 6.20 / 6.41
Total charge: +2
Spin multiplicity: 4

Partial charges, Löwdin, in e: Mn 0.88; C -0.06; C -0.35; C -0.04; C -0.12; C -0.03; C -0.06; C -0.05; C -0.16; C -0.34; C -0.04; C -0.05; C -0.21; N -0.06; C -0.25; C -0.04; C -0.06; C -0.07; C 0.00; C -0.17; F -0.02; H 0.09; H 0.06; H 0.05; H 0.13; H 0.06; H 0.09; H 0.09; H 0.12; H 0.11; H 0.11; H 0.12; H 0.07; H 0.09; H 0.09; H 0.05; H 0.09; H 0.06; H 0.12; H 0.12; H 0.11; H 0.13; O -0.01; C -0.47; O -0.34; C -0.16; C 0.02; C -0.04; C -0.02; C -0.04; C -0.43; S 1.17; H 0.13; H 0.12; H 0.13; H 0.12; N 0.20; C -0.12; C -0.23; N 0.02; H 0.18; H 0.18; H 0.18; H 0.14; H 0.13; H 0.12; H 0.13; H 0.09; H 0.04; N 0.19; C -0.62; O -0.07; C -0.55; I 0.88; H 0.10; H 0.09; H 0.06; H 0.05